ORCA calculation (ωB97M-V/def2-TZVPD) on the molecule C4H7NO.

```
13
Properties=species:S:1:pos:R:3:forces:R:3
O 2.5056 -0.6613 -0.0977 -0.4 0.1 0.1
C 1.3466 -0.3202 0.0230 0.0 0.0 0.1
C 0.1267 -1.2203 0.1968 0.0 -0.1 0.0
C -1.0978 -0.3056 0.0150 -0.1 0.0 0.0
C -0.5280 1.1242 -0.1853 -0.1 0.0 -0.1
N 0.8884 0.9702 0.0906 0.2 0.0 -0.1
H 0.1622 -2.0677 -0.4920 0.1 0.2 0.1
H 0.1845 -1.6224 1.2129 0.0 0.0 -0.1
H -1.7554 -0.3427 0.8873 0.1 0.0 -0.1
H -1.6975 -0.5979 -0.8509 0.1 0.0 0.1
H -0.9980 1.8569 0.4809 0.2 -0.2 -0.1
H -0.6844 1.4681 -1.2168 0.0 0.0 0.2
H 1.5473 1.7188 -0.0637 -0.1 -0.1 -0.1
```
Forces are in eV/Å.

Results
Orbital gap ... 10.5 eV
F_max ... 0.4 eV/Å
Energy relative to the best compared isomer or geometry (same formula, charge and spin) ... 1.6 kcal/mol
SMILES ... O=C1CCCN1

Mulliken population analysis, charges in e, atoms 1 to 5: -0.631, 0.234, -0.318, -0.419, -0.468